No. 1
Molecular formula: C17H21N3O
Method: DFT, wB97M-V/def2-TZVPD

Computed properties:
SMILES = Cc1nc(N)[nH]c1[C@@H]1[C@@H](c2cccc3c2CCO3)C1(C)C
Energy above the lowest of the compared OMol25 structures with the same formula, charge and spin = 429.6 kJ/mol
Electronic energy = -899.795840 hartree
Highest occupied orbital energy = -7.3 eV
HOMO-LUMO gap = 7.92 eV
Charge = 0

Structure (XYZ):
```
42
C17H21N3O | OMol25 | wB97M-V/def2-TZVPD
C 2.19434 -2.23850 -3.05234
C 0.70737 -2.01405 -3.10861
N -0.26733 -2.38934 -4.03462
C -1.46109 -2.00826 -3.61678
N -2.60882 -2.27015 -4.17046
N -1.34360 -1.31886 -2.49900
C 0.03742 -1.25384 -2.13139
C 0.49282 -0.63340 -0.75552
C -0.42419 0.14317 0.23359
C -0.22925 -0.11161 1.69840
C 0.76966 -1.01178 2.26449
C 1.13950 -1.02784 3.53305
C 0.73769 0.03526 4.41223
C -0.28071 0.93692 3.89112
C -0.67599 0.87739 2.56118
C -1.49467 2.08934 2.32336
C -1.74818 2.43794 3.77784
O -0.72940 1.93412 4.63769
C 0.65661 0.90367 -0.66406
C 1.89377 1.44019 0.08709
C 0.19747 1.71760 -1.76021
H 2.56882 -1.52486 -2.26082
H 2.40011 -3.29219 -2.83406
H 2.63431 -1.92715 -4.07662
H -2.45943 -2.78279 -4.95497
H -3.25001 -1.51734 -4.32316
H -2.15108 -0.94183 -1.97076
H 1.24010 -1.22627 -0.27552
H -1.50342 0.06115 -0.04403
H 1.35751 -1.76489 1.73648
H 1.73807 -1.84850 3.93082
H 1.01982 0.05204 5.48826
H -0.77889 2.71198 1.68730
H -2.45987 1.95111 1.89795
H -2.69158 1.77827 4.08828
H -1.94288 3.51057 3.89188
H 2.13965 0.77679 0.96437
H 1.59622 2.47043 0.21260
H 2.73560 1.27257 -0.61667
H -0.83159 1.51576 -2.02547
H 0.82109 1.62545 -2.59554
H 0.25403 2.86174 -1.54738
```

Atomic partial charges in e from the Löwdin method, atoms 1 to 4: -0.045, -0.294, 0.122, -0.548

=====

No. 2
Molecular formula: C5H9NO
Method: DFT, wB97M-V/def2-TZVPD

Computed properties:
SMILES = CC1(C)O[C@]12CN2
Energy above the lowest of the compared OMol25 structures with the same formula, charge and spin = 320.1 kJ/mol
Electronic energy = -325.815647 hartree
Highest occupied orbital energy = -9.6 eV
HOMO-LUMO gap = 10.42 eV
Charge = 0

Structure (XYZ):
```
16
C5H9NO | OMol25 | wB97M-V/def2-TZVPD
C 1.46012 -0.76761 0.34722
C 0.41708 0.34368 0.17745
C 0.90455 1.56236 -0.55848
O -0.52765 0.86611 1.32955
C -0.97899 0.04652 0.32897
C -1.80018 -1.14331 0.33940
N -2.11506 0.06580 -0.50429
H 2.12861 -0.53650 1.17381
H 2.10736 -0.88034 -0.55011
H 0.99717 -1.74609 0.52138
H 1.33599 1.33105 -1.53944
H 1.70092 2.01940 0.04239
H 0.08864 2.27697 -0.65961
H -2.51421 -1.29308 1.14187
H -1.41981 -2.04342 -0.13740
H -1.78453 -0.10154 -1.45270
```

Atomic partial charges in e from the Löwdin method, atoms 1 to 4: -0.004, -0.339, -0.023, 0.064

=====

No. 3
Molecular formula: C20H26N2O3
Method: DFT, wB97M-V/def2-TZVPD

Computed properties:
Energy above the lowest of the compared OMol25 structures with the same formula, charge and spin = 1827.6 kJ/mol
Electronic energy = -1112.343743 hartree
Highest occupied orbital energy = -8.5 eV
HOMO-LUMO gap = 8.87 eV
Charge = 0

Structure (XYZ):
```
51
C20H26N2O3 | OMol25 | wB97M-V/def2-TZVPD
C 2.58138 3.80613 0.48460
H 3.40882 4.46646 0.85642
O 3.26143 2.61593 0.44024
C 2.45235 1.44556 -0.07548
C 1.17308 1.39158 -0.78650
C 0.44978 0.34702 -1.06295
C 1.01884 -0.93074 -0.86020
C 2.35497 -0.88105 -0.57660
C 2.97131 0.23884 -0.05432
O 4.29284 0.16223 0.61854
C 4.88078 -0.81600 0.73758
H 4.28507 -1.64698 1.22264
H 5.15649 -1.62484 -0.38291
H 5.90751 -0.69697 1.24190
H 2.81692 -1.89522 -0.52801
C 0.36394 -2.07684 -1.41693
N 0.59033 -3.32218 -0.55836
C -0.01823 -4.43531 -1.09942
H 0.64064 -4.47921 -2.18153
H -1.08876 -4.28108 -1.25592
H 0.16299 -5.20774 -0.58215
C -0.12934 -2.76574 0.85376
C -1.46634 -2.26053 0.69279
O -2.44775 -3.03927 0.47379
N -1.62542 -0.90312 0.71604
H -0.73795 -0.48345 1.17375
C -2.90525 -0.59415 0.90752
C -2.74044 1.08434 0.18224
C -3.45544 1.10012 -0.90917
C -3.20512 2.31142 -1.59990
C -2.49350 3.48063 -1.14131
C -1.93520 3.14072 0.01311
C -2.00294 1.98934 0.80495
H -1.57367 1.67475 1.71809
H -1.36668 3.89411 0.60424
H -2.35880 4.52174 -1.55802
H -3.68150 2.50770 -2.80414
H -3.95287 0.36339 -1.20995
C -3.52089 -0.22136 2.33321
H -3.75760 -1.12199 2.85058
H -2.76178 0.23475 3.11897
H -4.60451 0.30915 2.50396
H -3.66383 -1.11276 0.35501
H -0.02984 -3.92049 1.31601
H 0.51538 -2.04791 1.10759
H 1.08642 -2.41978 -2.48212
H -0.53450 -1.92903 -1.74638
H -0.34148 0.38854 -1.52168
H 0.67654 2.61234 -0.82830
H 1.45689 3.92305 1.00541
H 2.38208 4.16635 -0.68353
```

Atomic partial charges in e from the Löwdin method, atoms 1 to 4: -0.188, 0.094, -0.108, -0.093

=====

Q: Look up the highest occupied orbital energy of the second one.
A: -9.6 eV

=====

What did the third record say?
Molecular formula: C20H26N2O3
Method: DFT, wB97M-V/def2-TZVPD

Computed properties:
Energy above the lowest of the compared OMol25 structures with the same formula, charge and spin = 1827.6 kJ/mol
Electronic energy = -1112.343743 hartree
Highest occupied orbital energy = -8.5 eV
HOMO-LUMO gap = 8.87 eV
Charge = 0

Structure (XYZ):
```
51
C20H26N2O3 | OMol25 | wB97M-V/def2-TZVPD
C 2.58138 3.80613 0.48460
H 3.40882 4.46646 0.85642
O 3.26143 2.61593 0.44024
C 2.45235 1.44556 -0.07548
C 1.17308 1.39158 -0.78650
C 0.44978 0.34702 -1.06295
C 1.01884 -0.93074 -0.86020
C 2.35497 -0.88105 -0.57660
C 2.97131 0.23884 -0.05432
O 4.29284 0.16223 0.61854
C 4.88078 -0.81600 0.73758
H 4.28507 -1.64698 1.22264
H 5.15649 -1.62484 -0.38291
H 5.90751 -0.69697 1.24190
H 2.81692 -1.89522 -0.52801
C 0.36394 -2.07684 -1.41693
N 0.59033 -3.32218 -0.55836
C -0.01823 -4.43531 -1.09942
H 0.64064 -4.47921 -2.18153
H -1.08876 -4.28108 -1.25592
H 0.16299 -5.20774 -0.58215
C -0.12934 -2.76574 0.85376
C -1.46634 -2.26053 0.69279
O -2.44775 -3.03927 0.47379
N -1.62542 -0.90312 0.71604
H -0.73795 -0.48345 1.17375
C -2.90525 -0.59415 0.90752
C -2.74044 1.08434 0.18224
C -3.45544 1.10012 -0.90917
C -3.20512 2.31142 -1.59990
C -2.49350 3.48063 -1.14131
C -1.93520 3.14072 0.01311
C -2.00294 1.98934 0.80495
H -1.57367 1.67475 1.71809
H -1.36668 3.89411 0.60424
H -2.35880 4.52174 -1.55802
H -3.68150 2.50770 -2.80414
H -3.95287 0.36339 -1.20995
C -3.52089 -0.22136 2.33321
H -3.75760 -1.12199 2.85058
H -2.76178 0.23475 3.11897
H -4.60451 0.30915 2.50396
H -3.66383 -1.11276 0.35501
H -0.02984 -3.92049 1.31601
H 0.51538 -2.04791 1.10759
H 1.08642 -2.41978 -2.48212
H -0.53450 -1.92903 -1.74638
H -0.34148 0.38854 -1.52168
H 0.67654 2.61234 -0.82830
H 1.45689 3.92305 1.00541
H 2.38208 4.16635 -0.68353
```

Atomic partial charges in e from the Löwdin method, atoms 1 to 4: -0.188, 0.094, -0.108, -0.093